16
Properties=species:S:1:pos:R:3:forces:R:3 method="wB97M-V/def2-TZVPD" e_tot_ha=-359.0285 orbital_gap_ha="0.278 / 0.331" e_lumo_ha="0.03310 / -0.02767" spin_multiplicity=3 e_above_lowest_kj_mol=16.0 s2=2.015
C -1.33975 0.93875 -0.31785 -0.758 0.250 -0.059
C -2.20198 -0.24098 0.03978 0.193 -0.317 0.135
C 2.14989 0.12299 0.49152 -0.096 -0.861 0.174
N -0.11199 1.02726 -0.37704 -1.602 2.089 0.136
N 1.28975 -0.60668 -0.45558 1.885 0.000 -0.908
N 1.20696 -1.88778 -0.25832 -0.149 -2.236 0.806
O 2.49421 1.33785 -0.04456 0.052 0.888 -0.354
H -1.91262 1.85741 -0.52529 0.097 0.164 -0.105
H -3.25554 0.01507 -0.02922 0.009 0.015 -0.012
H -1.98899 -1.08477 -0.61374 0.030 -0.033 0.000
H -1.96833 -0.54070 1.05981 -0.052 -0.104 0.038
H 1.59916 0.20720 1.43829 0.015 -0.003 -0.071
H 3.06370 -0.45894 0.66361 -0.176 0.102 -0.028
H 1.34116 -0.22165 -1.40299 0.087 -0.269 0.274
H 0.76514 -2.37390 -1.03689 0.015 0.423 -0.188
H 1.64727 1.78179 -0.24505 0.449 -0.108 0.163